ORCA calculation (wB97M-V/def2-TZVPD) on a cluster of 2 separate species, C3H12N4O2 in total.

Geometry as XYZ:
```
21
C3H12N4O2 (wB97M-V/def2-TZVPD)
N -0.7243 2.2656 0.4767
N -1.2945 1.1511 1.1231
N -1.0658 1.1516 2.5214
N -0.8389 -0.0318 0.4601
C 0.5267 -0.6188 0.6150
O 0.6899 -1.7960 0.8333
O 1.3831 0.3765 1.0364
H -1.3103 3.0607 0.6985
H 0.2259 2.4352 0.8058
H -0.1159 0.8643 2.7565
H -1.7385 0.5388 2.9664
H -1.5329 -0.7699 0.5325
H 2.2382 -0.0451 1.1978
C 0.6642 -0.4061 -1.7217
C 0.3340 -1.7946 -2.2481
H 0.4201 0.3768 -2.4521
H 1.7340 -0.2935 -1.5510
H -0.3221 -0.0029 -0.9217
H -0.7087 -1.8539 -2.5692
H 0.4776 -2.5342 -1.4597
H 0.9579 -2.0736 -3.1001
```

The HOMO-LUMO gap is 9.02 eV. Its HOMO energy is -8.5 eV.

=====

ORCA calculation (wB97M-V/def2-TZVPD) on an isolated molecule of C5H6N2O2S.

Geometry as XYZ:
```
16
C5H6N2O2S (wB97M-V/def2-TZVPD)
N -2.9516 1.3220 -0.5602
C -1.9802 0.4413 -0.2302
N -0.8678 0.9377 0.2005
C 0.0585 -0.1923 0.4156
C 1.3756 0.0316 0.9093
C 2.3703 0.0568 -0.2076
O 3.1569 0.9389 -0.4555
O 2.3938 -1.1278 -0.8339
C -0.5488 -1.4310 0.2663
S -2.2223 -1.2863 -0.2498
H -2.7734 2.3670 -0.3734
H -4.0741 0.9794 -0.6972
H 1.2839 1.0683 1.4198
H 1.6486 -0.6686 1.4276
H 3.1303 -1.0662 -1.6419
H 0.0002 -2.3707 0.6106
```

The HOMO-LUMO gap is 8.63 eV. Its HOMO energy is -8.1 eV.

=====

ORCA calculation (wB97M-V/def2-TZVPD) on a cluster of 7 separate species, C4H25N2O6S in total.

Geometry as XYZ:
```
38
C4H25N2O6S (wB97M-V/def2-TZVPD)
N -1.6660 0.9369 -0.2802
C -1.0932 0.0649 -1.3873
C 0.3502 0.4716 -1.5441
S 0.5162 1.5259 -3.1002
C -1.0625 -1.6105 -1.0243
N -1.4777 -1.7980 0.3659
C -0.4186 -2.4185 1.2127
H -2.1547 0.3652 0.4819
H -2.3531 1.6371 -0.5906
H -0.9898 1.5164 0.3257
H -1.9026 0.0791 -2.1342
H 0.8804 1.0085 -0.7102
H 1.0696 -0.2743 -1.7788
H -0.5156 2.3896 -2.9635
H -1.7098 -2.0651 -1.7447
H -0.0225 -1.8341 -1.2829
H -2.3673 -2.3196 0.3757
H -0.8506 -3.0733 1.9609
H 0.1159 -1.5980 1.6427
H 0.3580 -2.9665 0.6436
H 2.3282 -3.6036 -1.3165
H 1.5358 -3.3937 -2.6326
O 1.4344 -3.4872 -1.6563
H 2.8751 3.1987 1.0393
H 2.5629 2.8805 -0.4542
O 2.3524 2.6446 0.4541
H -1.1531 0.6015 2.4668
H -2.0270 -0.6676 2.1232
O -2.0725 0.2649 2.3600
H 0.7959 1.8281 2.2762
H 1.0198 0.4342 1.7572
O 0.5264 0.9106 2.4417
H 3.7322 -0.0123 -0.1893
H 4.2385 0.0061 -1.7172
O 3.4943 -0.0050 -1.1161
H -2.3737 3.4412 2.2141
H -2.2179 2.0340 1.7762
O -1.7580 2.8877 1.7051
```

The HOMO-LUMO gap is 9.53 eV. Its total charge is +1. Its HOMO energy is -12.1 eV.

=====

ORCA calculation (wB97M-V/def2-TZVPD) on a cluster of 4 separate species, C48H36NO9S in total.

Geometry as XYZ:
```
95
C48H36NO9S (wB97M-V/def2-TZVPD)
C 3.5968 -5.4973 1.6196
N 2.5609 -4.6491 1.0753
C 2.8750 -3.2500 1.1607
C 2.1538 -5.0350 -0.2167
O 2.9060 -5.2606 -1.0946
C 0.6517 -5.2495 -0.4688
C -0.1069 -5.8200 0.7354
S -0.9273 -4.6835 1.7721
C -2.6513 -4.4778 1.2910
O -0.9504 -5.2687 3.1063
O -0.4174 -3.3031 1.8881
H 3.5542 -6.4985 1.2187
H 4.6084 -5.0993 1.5130
H 3.4038 -5.5972 2.6865
H 2.6019 -2.9182 2.1601
H 2.3004 -2.6443 0.4795
H 3.9385 -3.0206 1.0290
H 0.6164 -5.9693 -1.2778
H 0.2130 -4.3316 -0.8563
H 0.6424 -6.2578 1.3782
H -3.2259 -4.5186 2.2059
H -2.9977 -5.2666 0.6437
H -2.7992 -3.4881 0.8840
C 0.9696 0.8582 1.8824
C 0.3698 -0.3860 1.7094
C -0.5678 -0.5714 0.7103
C -0.9191 0.4903 -0.1119
C -0.3349 1.7509 0.0804
C 0.6181 1.9242 1.0718
C -0.7407 2.9100 -0.7496
O -0.2408 4.0062 -0.5905
C -1.7937 2.7076 -1.7879
C -2.2306 3.7927 -2.5369
C -3.1966 3.6178 -3.5108
C -3.7270 2.3539 -3.7485
C -3.3004 1.2708 -3.0016
C -2.3405 1.4439 -2.0137
C -1.9162 0.2774 -1.1899
O -2.3885 -0.8200 -1.3945
H 1.7090 0.9967 2.6601
H 0.6321 -1.2117 2.3519
H -1.0256 -1.5411 0.5814
H 1.0791 2.8911 1.2145
H -1.8171 4.7749 -2.3542
H -3.5384 4.4659 -4.0893
H -4.4777 2.2172 -4.5154
H -3.7156 0.2893 -3.1822
C 7.1070 -3.7477 -2.6502
C 5.7990 -4.1579 -2.4210
C 4.7408 -3.3238 -2.7313
C 4.9869 -2.0650 -3.2692
C 6.3073 -1.6460 -3.4803
C 7.3607 -2.4955 -3.1771
C 6.6025 -0.2918 -4.0135
O 7.7475 0.0687 -4.2008
C 5.4650 0.6170 -4.3126
C 5.7243 1.9035 -4.7644
C 4.6778 2.7538 -5.0638
C 3.3651 2.3204 -4.9220
C 3.1002 1.0424 -4.4653
C 4.1465 0.1884 -4.1497
C 3.8458 -1.1769 -3.6276
O 2.7007 -1.5497 -3.5021
H 7.9306 -4.4080 -2.4122
H 5.6006 -5.1332 -1.9984
H 3.7296 -3.6569 -2.5500
H 8.3781 -2.1760 -3.3519
H 6.7450 2.2391 -4.8792
H 4.8816 3.7577 -5.4115
H 2.5486 2.9847 -5.1635
H 2.0782 0.7073 -4.3506
C -6.2356 1.8563 0.7937
C -4.8770 1.6331 0.5979
C -3.9553 2.1050 1.5148
C -4.3860 2.8130 2.6272
C -5.7495 3.0577 2.8130
C -6.6710 2.5669 1.8976
C -6.2273 3.8557 3.9740
O -7.4107 4.0665 4.1402
C -5.2187 4.3993 4.9261
C -5.6388 5.1931 5.9847
C -4.7142 5.6930 6.8827
C -3.3636 5.3950 6.7331
C -2.9387 4.6093 5.6776
C -3.8612 4.1165 4.7659
C -3.3845 3.2998 3.6141
O -2.2090 3.0444 3.4834
H -6.9541 1.4782 0.0789
H -4.5398 1.0873 -0.2730
H -2.8990 1.9262 1.3643
H -7.7261 2.7446 2.0471
H -6.6880 5.4223 6.1034
H -5.0433 6.3154 7.7040
H -2.6424 5.7812 7.4407
H -1.8893 4.3813 5.5586
```

The HOMO-LUMO gap is 3.89 eV. Its total charge is -1. Its HOMO energy is -3.4 eV.

=====

The energy relative to the best compared isomer or geometry (same formula, charge and spin) results, record by record, are as follows: 82.6 62.0 55.9 0.0 kcal/mol.